57
Properties=species:S:1:pos:R:3:forces:R:3 method="wB97M-V/def2-TZVPD" e_homo_ev="-12.77 / -12.77" charge=+2 de_lowest_ev=0.110 orbital_gap_ev="6.0 / 6.0" total_energy_ha=-2335.4989
C -2.777 -0.735 -4.208 0.04 0.01 0.03
C 2.604 0.722 -0.128 -0.07 -0.02 -0.06
H 3.113 -0.202 -0.372 -0.02 -0.01 0.00
N -1.052 3.056 -2.243 0.04 0.01 0.01
C 1.337 -3.668 2.767 0.02 0.01 0.03
H -1.314 -5.041 0.165 -0.01 -0.01 -0.01
H 1.018 3.693 -3.599 0.01 0.00 0.01
N 0.461 -0.488 0.089 0.26 -0.46 -0.80
H -3.643 -1.380 -4.291 0.01 -0.01 -0.01
C 0.729 -1.553 0.954 -0.22 0.24 0.34
H -2.748 0.032 -4.972 0.00 -0.01 -0.01
C 2.055 -2.474 2.775 0.01 -0.02 0.02
H 1.754 2.130 -3.494 0.00 0.00 0.02
H 0.786 4.027 0.667 0.00 0.00 0.00
C -1.414 2.699 1.661 0.00 0.02 0.02
O -0.008 1.017 -2.296 -0.09 0.12 -0.02
H 1.096 -4.624 4.674 0.00 0.00 0.00
C 2.678 3.124 0.216 0.01 -0.01 0.00
C -3.119 -2.470 -0.655 -0.05 0.13 0.03
Cl -2.992 0.164 -2.622 -0.06 -0.03 -0.11
C 3.306 1.913 -0.077 0.02 0.02 -0.01
H 1.352 -5.745 3.338 -0.01 0.00 0.00
H 4.370 1.905 -0.277 0.00 0.00 0.00
H -1.056 4.035 -2.473 0.01 -0.01 -0.01
C 1.240 0.686 0.150 -0.19 0.29 0.24
H -3.806 -4.566 -0.826 0.00 0.00 0.01
H 2.305 -0.524 1.992 0.01 0.00 0.00
H 4.464 4.256 0.590 0.00 0.00 0.00
H -1.855 2.673 -1.778 -0.03 0.01 -0.01
C -1.787 -4.105 -0.074 -0.01 -0.01 0.04
Ir -1.094 -0.273 -1.097 -0.02 0.14 0.29
H -3.540 2.850 2.226 0.00 0.00 0.00
C -3.049 -3.848 -0.567 0.00 -0.04 0.02
H 2.860 -2.339 3.487 0.01 0.00 0.00
H 3.515 4.842 -0.768 0.01 -0.01 0.00
H -0.851 3.381 2.276 -0.01 0.00 0.01
N 1.006 2.754 -3.241 0.01 0.07 -0.08
C -2.897 1.419 0.664 -0.02 -0.02 -0.01
H 2.700 -4.805 3.974 0.00 0.00 0.00
C 1.744 -1.443 1.919 -0.02 -0.01 -0.07
H -3.773 0.878 0.346 0.00 0.01 -0.01
C 0.616 1.900 0.448 0.07 -0.05 0.05
N -0.787 1.924 0.759 0.06 -0.09 0.08
C 1.637 -4.774 3.738 0.01 -0.01 -0.01
N -1.156 -2.937 0.132 0.01 -0.02 -0.02
C -0.011 -2.739 0.970 0.05 -0.02 0.09
C -0.034 2.251 -2.578 -0.01 -0.19 0.03
Cl -1.306 -1.664 -4.204 0.01 0.01 0.15
C 1.311 3.102 0.459 -0.01 -0.03 -0.01
N -1.971 -1.910 -0.242 0.12 0.13 -0.20
H -3.925 -1.850 -1.007 0.02 -0.02 -0.04
C 3.447 4.414 0.235 0.00 0.01 0.01
C 0.288 -3.760 1.874 0.00 0.01 -0.05
N -1.702 1.144 0.136 0.04 -0.16 0.03
C -2.763 2.415 1.623 0.02 0.01 0.01
H 2.974 5.152 0.880 -0.01 0.00 -0.01
H -0.334 -4.643 1.908 0.00 0.00 0.00